ORCA calculation (wB97M-V/def2-TZVPD) on a molecular structure, C48H39BCl2CsN20O4 at a distorted geometry.

Computed properties:
Net charge   -2
Frontier orbital gap (alpha / beta)   6.9 / 5.9 eV
Calculated total energy   -114675.698 eV
2S+1   2
Highest occupied orbital energy (alpha / beta)   -3.58 / -3.68 eV
E_LUMO (alpha / beta)   3.3290 / 2.1987 eV

The geometry in XYZ format:
```
115
Properties=species:S:1:pos:R:3:forces:R:3
Cs -0.413741 -0.086135 0.642903 1.18 1.46 -0.56
O -4.930601 3.043088 -0.555171 0.01 -0.01 -0.03
C -3.940486 2.396726 -0.887985 -0.06 0.04 -0.05
N -3.708020 1.088912 -0.614414 0.13 -0.10 0.23
C -4.658359 0.177711 -0.501493 -0.09 0.11 -0.08
C -5.979934 0.318907 -1.040965 0.03 0.00 0.00
C -6.885609 -0.694065 -0.963849 0.01 0.00 0.01
C -6.544200 -1.910247 -0.322042 -0.03 0.00 -0.01
C -5.302049 -2.088466 0.218244 0.02 -0.02 0.01
C -4.310298 -1.078422 0.140101 0.00 0.01 -0.06
N -3.098575 -1.198156 0.693051 -0.12 -0.11 0.11
C -2.344445 -2.279751 0.656617 -0.68 -0.61 0.00
O -1.387571 -2.485232 1.427784 -0.27 -0.70 0.21
C -2.541966 -3.261949 -0.482389 0.00 -0.04 0.03
C -2.554798 -4.629557 -0.232744 0.04 0.01 0.02
C -2.687689 -5.494991 -1.302648 0.00 0.00 -0.01
C -2.770799 -4.965346 -2.581411 0.00 -0.01 0.02
C -2.748829 -3.586832 -2.724510 0.00 -0.01 -0.03
N -2.663215 -2.746306 -1.700064 -0.01 0.01 0.01
C -2.802285 3.100439 -1.594391 -0.01 0.02 0.05
C -3.002160 4.398765 -2.050787 0.00 0.00 0.02
C -1.953117 5.043917 -2.682510 0.02 0.01 0.00
C -0.751678 4.370661 -2.838031 -0.01 0.01 0.00
C -0.653937 3.073695 -2.354070 0.01 0.02 0.00
N -1.653642 2.449091 -1.741332 0.07 -0.06 -0.02
H -6.234756 1.260088 -1.505000 -0.01 0.01 0.00
H -7.876373 -0.569610 -1.383469 0.00 0.00 0.00
H -7.277912 -2.704563 -0.254462 -0.01 0.00 0.00
H -5.049515 -3.011178 0.725623 0.00 0.00 0.00
H -2.453145 -4.985554 0.784038 0.01 0.00 0.01
H -2.704234 -6.566799 -1.147065 0.00 -0.01 0.00
H -2.842104 -5.603531 -3.451192 0.00 -0.01 -0.02
H -2.800097 -3.130660 -3.707617 0.00 0.00 -0.02
H -3.960362 4.869723 -1.884147 -0.01 0.00 0.00
H -2.066930 6.060535 -3.039044 0.00 0.00 0.00
H 0.104279 4.838470 -3.304545 0.02 0.00 -0.01
H 0.273428 2.521719 -2.443369 0.01 0.00 -0.01
C 3.595582 2.571619 -1.580226 0.02 0.00 0.04
C 2.487902 1.756939 -1.287372 -0.01 -0.06 0.00
N 1.843670 2.187316 -0.215276 0.03 -0.08 0.25
N 2.520713 3.273396 0.213489 -0.06 0.08 -0.19
C 3.576357 3.522133 -0.588244 0.01 0.01 -0.03
B 2.191092 3.997407 1.514023 -0.02 -0.02 0.03
N 3.010042 3.410186 2.683888 -0.07 -0.05 0.02
C 3.021941 3.810068 3.973808 -0.06 -0.01 0.04
C 3.954198 3.055338 4.646706 -0.04 -0.03 0.01
C 4.466662 2.195868 3.656345 -0.01 -0.01 0.02
N 3.898228 2.417080 2.483086 0.01 -0.03 -0.07
N 0.673850 3.909839 1.796604 -0.04 -0.01 -0.04
C -0.303789 4.275046 0.945817 -0.06 0.06 -0.07
C -1.519616 4.008759 1.537137 0.02 -0.03 -0.05
C -1.175739 3.458614 2.778571 0.09 0.01 0.06
N 0.141785 3.406385 2.931000 0.17 -0.28 0.27
N 2.627549 5.484501 1.339029 -0.10 0.05 0.08
C 3.593920 6.178430 1.974255 0.10 0.01 -0.05
C 3.610050 7.456441 1.459279 0.02 -0.01 -0.01
C 2.591536 7.440451 0.491992 0.02 0.00 -0.02
N 2.009883 6.254263 0.423746 -0.04 0.01 -0.01
H 4.304092 2.470170 -2.383522 0.02 -0.01 -0.02
H 2.146714 0.865273 -1.790908 -0.01 -0.02 -0.01
H 4.235352 4.350551 -0.391568 0.01 0.04 0.00
H 2.356887 4.582993 4.318014 -0.04 0.03 0.01
H 4.201576 3.096677 5.692658 0.01 0.02 0.04
H 5.219003 1.427759 3.746282 0.02 -0.01 -0.01
H -0.057349 4.704035 -0.009241 0.00 0.01 -0.03
H -2.503203 4.170298 1.132431 -0.03 0.01 -0.03
H -1.820183 3.095767 3.565404 0.01 0.00 0.01
H 4.213588 5.716582 2.722838 0.00 -0.01 0.03
H 4.263615 8.266069 1.733990 0.01 0.02 0.01
H 2.261787 8.235334 -0.158310 -0.01 0.03 -0.02
O 4.431378 -3.673055 -6.049711 0.14 0.32 -0.22
C 4.849286 -3.635598 -4.876926 -0.61 -0.82 0.22
O 5.809465 -4.229496 -4.353030 0.34 0.24 0.02
C 3.937620 -2.868234 -3.886008 0.15 0.28 -0.03
C 2.804789 -2.198962 -4.323947 0.02 -0.01 0.03
C 2.017763 -1.522094 -3.398991 -0.01 -0.01 -0.01
N 2.295547 -1.480757 -2.098620 0.02 0.01 0.01
C 3.379575 -2.123045 -1.673104 0.00 0.00 -0.01
C 4.221094 -2.827283 -2.529221 -0.01 0.00 -0.03
C 3.642848 -2.061947 -0.206007 0.02 -0.04 -0.04
C 4.940076 -2.176870 0.293016 -0.02 0.02 0.00
C 5.143238 -2.122820 1.658961 0.01 0.00 0.03
C 4.050066 -1.958003 2.493793 0.00 0.00 -0.02
C 2.798043 -1.850858 1.908909 0.03 0.04 0.03
N 2.590736 -1.899001 0.597324 -0.14 0.04 0.07
C 0.779436 -0.802270 -3.812030 0.04 -0.06 -0.01
C 0.685819 -0.162233 -5.045869 0.00 -0.01 -0.01
C -0.495871 0.480895 -5.376314 -0.01 0.01 0.01
C -1.545136 0.463811 -4.472016 0.06 -0.02 -0.03
C -1.357349 -0.199022 -3.266299 -0.12 0.01 -0.03
N -0.229147 -0.815980 -2.938785 -0.09 0.06 0.11
H 2.557202 -2.244973 -5.375885 0.00 0.00 -0.02
H 5.088403 -3.370655 -2.180835 0.01 -0.01 0.01
H 5.772826 -2.284045 -0.387085 0.01 0.00 -0.01
H 6.144921 -2.198087 2.065197 0.00 0.00 0.00
H 4.157829 -1.905124 3.568782 0.00 0.00 0.02
H 1.917608 -1.712929 2.529362 0.00 -0.02 0.02
H 1.532727 -0.161614 -5.718718 0.00 0.00 0.00
H -0.589814 0.997640 -6.324260 0.00 0.00 0.00
H -2.480943 0.966376 -4.677062 -0.02 0.01 0.00
H -2.148976 -0.238620 -2.527399 -0.03 0.01 0.01
Cl 0.879043 -4.425021 -1.300458 0.00 -0.03 -0.02
C 0.666478 -4.868496 0.391081 -0.05 -0.03 -0.02
Cl 2.191203 -5.367858 1.160097 0.02 0.02 0.01
H -0.002945 -5.720355 0.434607 0.02 0.02 0.01
H 0.255510 -4.016529 0.923263 0.07 0.04 0.00
N 1.136553 1.239337 4.936409 0.04 0.55 -0.29
N 0.032678 0.423470 4.762978 -0.04 -0.03 0.04
N 0.066639 -0.693287 4.075677 -0.01 -0.18 -0.06
C -1.159388 -1.162613 4.286117 0.02 -0.09 -0.08
N -1.890212 -0.346644 5.050628 0.02 0.05 0.02
N -1.099198 0.662438 5.355703 -0.05 0.08 0.17
H 0.958837 2.106167 4.395549 0.04 -0.20 0.10
H 1.908294 0.761700 4.478813 0.01 0.02 0.03
H -1.504235 -2.086363 3.859543 -0.05 0.01 -0.09
```
Positions in Å, forces in eV/Å.